No. 1
{"formula": "C18H64N8O14", "method": "the ωB97M-V functional and the def2-TZVPD basis", "orbital_gap_ev": 8.2, "relative_energy_kj_mol": 94.3, "e_homo_ha": -0.3149, "lumo_energy_ev": -0.407, "multiplicity": 1, "species": ["C", "C", "O", "H", "H", "H", "H", "H", "H", "C", "C", "O", "H", "H", "H", "H", "H", "H", "C", "C", "O", "H", "H", "H", "H", "H", "H", "C", "C", "O", "H", "H", "H", "H", "H", "H", "C", "O", "N", "N", "H", "H", "H", "H", "C", "O", "N", "N", "H", "H", "H", "H", "C", "O", "N", "N", "H", "H", "H", "H", "C", "O", "N", "N", "H", "H", "H", "H", "C", "O", "H", "H", "H", "H", "C", "O", "H", "H", "H", "H", "C", "O", "H", "H", "H", "H", "C", "O", "H", "H", "H", "H", "C", "O", "H", "H", "H", "H", "C", "O", "H", "H", "H", "H"], "xyz": [[-0.06877, -0.93330, 0.38289], [-0.39377, 0.53270, 0.44089], [0.56423, 1.29870, -0.23811], [0.83823, -1.20830, 0.84889], [-0.14877, -1.32830, -0.62511], [-0.79477, -1.47230, 1.07889], [-0.44477, 0.80870, 1.51489], [-1.35177, 0.80570, 0.02089], [0.48523, 2.20770, 0.04689], [0.30223, -4.49230, 1.89889], [0.68523, -4.93130, 0.43889], [0.66223, -3.76430, -0.37811], [0.41523, -5.36530, 2.57089], [-0.74677, -4.22830, 1.98289], [0.93723, -3.61030, 2.10789], [0.05123, -5.67530, -0.07811], [1.67623, -5.47230, 0.57589], [0.86123, -3.97130, -1.29011], [-0.95777, 2.73970, -2.39911], [-1.47677, 3.54970, -3.56211], [-0.38277, 4.15070, -4.13311], [-0.32677, 1.88670, -2.63211], [-1.91577, 2.26170, -1.92211], [-0.49277, 3.30170, -1.57511], [-2.07477, 4.33570, -3.13911], [-1.95877, 2.90770, -4.33811], [-0.56677, 4.03470, -5.08411], [-3.24977, -0.85330, -3.93511], [-1.98277, -0.77030, -3.20111], [-0.91577, -0.27430, -3.95011], [-3.24577, -1.65630, -4.60111], [-3.49677, 0.10870, -4.41011], [-4.06677, -1.12530, -3.28711], [-1.77777, -1.74930, -2.80811], [-2.16877, -0.12730, -2.37511], [-0.15977, -0.16830, -3.32711], [2.34523, -0.78230, -1.84911], [1.28223, -0.29730, -2.49411], [2.89023, -0.06430, -0.93511], [2.97923, -1.88430, -2.13411], [2.08823, 0.51870, -0.64011], [3.29123, -0.46430, -0.09911], [2.40323, -2.55530, -2.68811], [3.46223, -2.43430, -1.37511], [-3.21277, -3.35930, -0.27311], [-3.16977, -1.99230, -0.52611], [-4.28077, -4.07430, -0.35011], [-2.15677, -4.09830, 0.08289], [-5.03177, -3.56730, -0.88111], [-4.30377, -5.13530, -0.31511], [-1.28777, -3.52130, 0.12089], [-2.18077, -5.18430, 0.23789], [-0.33377, 6.88570, 0.65789], [-1.37077, 7.84470, 0.69889], [0.93323, 7.17170, 1.00389], [-0.43677, 5.82870, -0.03211], [1.13123, 8.12870, 1.42489], [1.66623, 6.45970, 1.01789], [-1.43977, 5.60270, -0.20211], [0.04123, 4.99570, 0.35289], [4.48323, -3.90330, 0.17589], [5.68623, -3.46530, 0.58889], [4.28423, -5.07130, -0.32311], [3.38223, -3.21330, 0.22189], [5.14123, -5.56730, -0.58211], [3.44123, -5.35230, -0.80811], [3.47823, -2.40730, 0.81489], [2.41723, -3.57230, 0.10989], [-0.91377, 3.54570, 1.79189], [0.34023, 3.57770, 1.15889], [-1.05177, 4.31270, 2.48089], [-1.16677, 2.68270, 2.33589], [-1.67177, 3.62770, 0.99589], [0.90523, 3.03570, 1.74689], [0.70023, -1.39030, 4.21489], [1.33323, -0.25230, 3.60789], [1.32623, -2.14130, 4.52789], [0.04523, -1.83230, 3.47189], [0.08623, -1.04330, 5.02289], [0.68223, 0.45770, 3.52089], [-3.00877, -1.64130, 2.76689], [-2.42377, -0.34230, 2.86289], [-3.98377, -1.53030, 2.28789], [-3.26077, -1.96430, 3.74589], [-2.42977, -2.32530, 2.22589], [-2.87977, 0.13170, 3.55389], [2.45323, 3.91670, -1.11211], [3.76323, 4.09770, -1.47611], [1.94123, 3.76470, -2.05411], [2.09123, 4.76770, -0.51511], [2.45323, 2.99770, -0.56111], [3.86623, 5.01370, -1.66611], [-4.09977, 1.04470, 0.23089], [-3.65677, 2.17270, 0.97189], [-5.15477, 1.03170, 0.27889], [-3.76077, 0.06670, 0.64989], [-3.78777, 0.92570, -0.84711], [-3.72177, 1.96970, 1.91389], [4.52323, -0.23630, 1.56089], [3.31523, -0.95730, 1.83789], [5.03823, -0.88330, 0.89789], [5.14223, -0.04930, 2.46089], [4.31623, 0.68570, 1.07389], [2.71523, -0.46030, 2.41289]], "atomic_forces_ev_per_a": [[-2.318, -0.795, 0.706], [-0.091, 0.169, 0.952], [0.892, -0.373, -0.001], [1.555, 0.178, 0.139], [0.030, -0.059, 0.027], [0.374, 0.662, -1.183], [0.069, 0.026, -0.291], [-0.601, -0.484, -0.054], [-0.173, 0.425, -0.132], [0.041, -0.804, -1.209], [0.058, -1.140, 0.979], [0.676, 0.035, 0.678], [0.496, 0.692, -0.165], [0.018, 0.321, -0.059], [-0.251, -0.674, 0.364], [-0.114, 0.093, 0.785], [-0.622, 1.009, -0.621], [-0.137, -0.129, -0.456], [-2.650, -1.728, 1.615], [0.234, -1.300, 1.155], [1.279, 0.828, -2.707], [0.186, 0.238, -0.341], [1.537, 0.658, -0.517], [-0.096, 0.289, -0.632], [-1.173, 0.221, -0.114], [-0.263, 0.373, 0.994], [0.902, 0.572, 0.534], [-1.040, 1.152, -0.277], [0.469, 0.100, 0.503], [0.213, 0.210, -0.345], [0.190, -1.014, -1.808], [0.043, -0.413, -0.122], [-0.273, 0.203, 0.727], [0.377, -0.696, 0.451], [0.040, 0.612, 1.217], [-0.166, -0.290, -0.647], [-4.899, 2.010, -3.995], [3.975, -2.459, 1.957], [-0.373, 3.268, 3.466], [0.102, -5.263, -1.747], [0.768, 0.694, 0.125], [0.123, -0.475, -0.682], [0.798, 1.128, 0.179], [-0.560, 1.513, -0.968], [2.324, 6.205, -0.925], [-0.206, -7.040, 1.409], [-5.382, -1.605, -1.673], [2.320, -0.685, 0.658], [0.765, -1.167, 0.997], [0.118, 2.325, -0.179], [-0.795, -1.319, -0.105], [0.141, 3.408, -0.501], [-3.972, 9.337, 0.551], [5.351, -4.860, 0.427], [1.289, 2.425, 2.144], [-2.918, -5.656, -1.777], [-0.493, -2.203, -0.757], [-0.563, 0.585, -0.087], [1.128, 0.353, -0.146], [0.106, 0.911, -0.909], [6.173, 2.721, 2.678], [-5.293, -1.781, -1.852], [1.581, -5.048, -2.196], [-2.185, 2.311, 1.291], [-0.671, 0.081, 0.199], [0.309, 0.295, 0.221], [-0.577, 0.485, 0.379], [1.208, 0.377, 0.050], [-1.978, 0.237, -1.762], [1.317, -1.429, 1.565], [0.024, 1.893, 1.027], [0.233, -1.695, 0.356], [0.164, -0.050, 0.493], [0.222, 0.680, -0.690], [-2.180, 1.976, -1.582], [0.481, -0.041, 0.309], [2.179, -1.191, 0.723], [-0.346, -0.171, -0.126], [-0.281, -0.029, 0.644], [0.045, -0.455, 0.023], [-2.041, 1.887, 0.446], [0.860, -0.145, -0.409], [0.057, -0.258, -0.473], [0.210, -0.862, 1.063], [1.085, -0.684, -0.658], [-0.190, 0.076, 0.269], [-0.652, -0.119, -0.339], [2.343, -0.064, 0.174], [-1.207, 0.101, 0.192], [-0.295, -0.388, -0.223], [-0.464, -0.463, 0.519], [0.453, 0.946, -0.452], [0.730, -1.944, -0.136], [0.634, 0.248, -0.365], [-1.413, -0.092, -0.308], [0.001, 0.815, -0.029], [0.029, 1.127, 1.122], [-0.024, -0.159, -0.421], [-0.034, -0.332, 1.569], [0.243, 0.324, 0.290], [1.010, -0.424, -0.584], [-0.395, -0.238, -0.376], [-0.113, 0.951, -0.372], [-0.110, -0.064, 0.143]]}

***

No. 2
{"formula": "C18H64O14", "method": "the ωB97M-V functional and the def2-TZVPD basis", "orbital_gap_ev": 10.1, "relative_energy_kj_mol": 286.2, "e_homo_ha": -0.3538, "lumo_energy_ev": 0.466, "multiplicity": 1, "species": ["O", "H", "H", "O", "H", "H", "O", "H", "H", "O", "H", "H", "O", "H", "H", "C", "C", "O", "H", "H", "H", "H", "H", "H", "C", "C", "O", "H", "H", "H", "H", "H", "H", "C", "C", "O", "H", "H", "H", "H", "H", "H", "C", "C", "O", "H", "H", "H", "H", "H", "H", "C", "C", "O", "H", "H", "H", "H", "H", "H", "C", "C", "O", "H", "H", "H", "H", "H", "H", "C", "C", "O", "H", "H", "H", "H", "H", "H", "C", "C", "O", "H", "H", "H", "H", "H", "H", "C", "C", "O", "H", "H", "H", "H", "H", "H"], "xyz": [[1.40017, -2.72781, 4.25112], [0.47871, -2.37783, 4.18518], [1.58408, -3.04575, 5.12847], [-1.33318, 2.85460, -1.50728], [-2.08065, 2.27362, -1.79714], [-1.12166, 2.43330, -0.69559], [2.80697, 3.19034, 2.76781], [3.57799, 3.62268, 3.19701], [3.26444, 2.46135, 2.31871], [-1.87497, 0.65242, 3.21675], [-2.03266, 0.59835, 2.24863], [-0.95527, 0.95056, 3.20234], [3.18823, -1.08684, 3.45138], [3.87287, -1.11653, 4.10976], [2.54312, -1.71378, 3.68919], [-0.47303, 4.65431, 1.92609], [-0.49631, 3.13748, 1.69033], [0.14743, 2.46880, 2.69244], [-1.00996, 4.91924, 2.84691], [-0.87260, 5.17427, 1.08090], [0.55095, 4.90205, 2.10528], [0.06107, 2.84139, 0.83536], [-1.51082, 2.70728, 1.70134], [1.07612, 2.79262, 2.91113], [3.08480, 3.83710, -3.17868], [1.58763, 3.89376, -3.07519], [1.15352, 2.59993, -2.65460], [3.48535, 4.76013, -3.57483], [3.42151, 3.04836, -3.80003], [3.64086, 3.67847, -2.19348], [1.14825, 4.23569, -4.03342], [1.29239, 4.59677, -2.26716], [0.29694, 2.66343, -2.19756], [-2.72040, -2.62789, 5.80243], [-1.92127, -2.57110, 4.51450], [-0.97107, -1.49812, 4.54949], [-3.14280, -1.66556, 6.05219], [-2.11592, -2.96040, 6.63174], [-3.53646, -3.28842, 5.73005], [-2.68402, -2.46310, 3.76137], [-1.39293, -3.56171, 4.32899], [-1.43565, -0.71740, 4.18811], [0.59411, -2.02796, -3.75193], [0.33705, -0.65863, -4.34051], [-1.03577, -0.66206, -4.66758], [1.61516, -2.29297, -3.52924], [0.14631, -2.80291, -4.41111], [0.20484, -2.18921, -2.72842], [0.93952, -0.55594, -5.25941], [0.54769, 0.17731, -3.71022], [-1.44527, 0.18772, -4.52837], [-3.52741, -3.46429, -2.66063], [-2.71442, -2.53355, -1.78180], [-2.57765, -1.18886, -2.34610], [-3.44833, -3.23934, -3.69113], [-4.60581, -3.50773, -2.44375], [-3.19103, -4.53460, -2.72646], [-1.69819, -2.91264, -1.71658], [-3.21972, -2.35593, -0.86081], [-2.13322, -1.27504, -3.16846], [0.96034, -4.63319, 0.04714], [1.54694, -4.11584, 1.36101], [0.79379, -4.72235, 2.42805], [-0.09095, -4.39638, -0.01278], [1.28879, -5.59648, -0.25253], [1.37068, -4.10650, -0.81535], [1.33766, -3.02571, 1.38485], [2.62276, -4.38450, 1.48492], [1.10664, -4.36812, 3.25604], [-4.64311, 3.05025, -3.52727], [-3.59549, 1.95460, -3.58233], [-3.47542, 1.46747, -2.21259], [-4.36671, 3.70727, -2.74274], [-5.58633, 2.64625, -3.26613], [-4.68780, 3.71062, -4.41672], [-2.64828, 2.42393, -3.85006], [-3.92421, 1.20000, -4.27375], [-3.34178, 0.48766, -2.12092], [4.67568, 1.59652, -0.22866], [4.73339, 0.45531, 0.81974], [4.10321, 0.90226, 1.97859], [5.06677, 2.54793, 0.14433], [3.64977, 1.70846, -0.63909], [5.23727, 1.33540, -1.15012], [5.85348, 0.31917, 1.00811], [4.25468, -0.43223, 0.42240], [3.55572, 0.15457, 2.37135], [0.80342, -0.48262, -0.28186], [-0.34528, -1.00270, 0.60328], [-1.54088, -0.32542, 0.30536], [1.62981, -1.16968, -0.24060], [1.07264, 0.53145, -0.07191], [0.40689, -0.50294, -1.29350], [-0.14659, -0.94875, 1.66793], [-0.51667, -2.08752, 0.46038], [-1.93044, -0.58760, -0.58209]], "atomic_forces_ev_per_a": [[-0.234, -0.457, -0.665], [0.255, 0.319, 0.575], [-0.295, 0.040, 0.619], [-0.464, 0.069, -1.095], [0.058, 0.412, 0.003], [0.479, -0.400, 1.511], [1.153, 0.747, 0.458], [-1.040, -0.136, -0.171], [-0.111, -0.630, -0.264], [-0.169, -0.232, -0.929], [-0.268, -0.333, 0.595], [0.358, 0.689, 0.285], [1.735, 1.840, -1.184], [0.393, 0.039, 0.346], [-1.777, -1.574, 0.662], [-0.480, -1.151, 0.484], [-0.635, 0.922, 0.343], [1.972, -1.161, 3.017], [-0.109, -0.161, -0.328], [-0.191, 0.509, -0.462], [0.773, 0.476, -0.160], [0.000, 0.293, -1.717], [0.163, 0.434, -0.471], [-1.354, -0.234, -0.705], [1.144, 0.646, 1.684], [-0.210, -0.108, 1.250], [0.081, -0.158, -0.491], [0.054, 0.357, -0.239], [0.116, -0.882, -0.844], [-1.131, 0.185, -0.997], [0.001, -0.350, 0.359], [0.132, 0.017, -0.642], [-0.151, 0.215, -0.269], [1.013, 0.393, 0.330], [0.091, -1.002, 0.761], [-0.404, -0.990, -0.219], [0.039, 0.451, -0.023], [0.283, 0.001, 0.383], [-1.045, -1.058, -0.276], [0.180, 0.336, -0.969], [-0.460, 1.256, 0.157], [0.186, 0.193, -0.280], [-0.300, -0.945, 0.891], [0.528, -0.785, -0.527], [-1.142, -0.414, -0.306], [0.764, 0.211, -0.701], [0.364, 0.463, 0.354], [-0.599, 0.429, -0.497], [-0.215, 0.089, 0.217], [0.441, 0.443, 0.687], [0.146, 0.607, -0.084], [-0.608, -1.685, 0.059], [0.135, 0.408, -1.544], [-1.241, -0.594, 1.813], [0.137, 0.925, -1.190], [0.396, 0.255, 0.143], [0.001, 0.870, 0.901], [0.023, -0.183, 0.659], [0.095, -0.230, 0.951], [1.046, 0.058, -1.632], [1.025, 1.451, -0.402], [-0.707, -0.321, 0.186], [-0.049, -0.505, -1.034], [-0.479, -0.662, 0.210], [-0.486, -1.487, 0.490], [0.293, 0.816, 0.120], [0.732, -0.410, 0.110], [-0.627, 0.546, -0.277], [0.243, 0.472, 0.341], [0.779, 0.529, -0.835], [-0.395, 0.660, 1.140], [-0.110, -0.814, -0.432], [0.297, 0.677, 0.960], [-1.078, -0.375, -0.030], [-0.064, -0.773, 0.160], [0.213, -0.346, -0.329], [0.255, -0.651, -0.248], [-0.104, 0.922, -0.720], [-0.559, -0.862, -1.118], [1.916, 1.618, -1.071], [-1.170, -0.778, 0.975], [-0.182, -0.207, 0.109], [0.337, 0.253, 0.636], [0.109, 0.014, 0.632], [-1.381, -0.456, -0.048], [0.167, -0.332, -0.028], [0.823, 0.917, -0.191], [-1.372, -0.943, 0.115], [0.388, -0.859, -0.806], [-1.411, 0.465, -0.679], [0.653, -0.070, 0.085], [0.321, 0.541, 0.369], [0.137, 0.048, -0.294], [-0.006, 0.576, 0.243], [0.285, 0.245, -0.286], [1.103, 0.358, 1.329]]}

***

No. 3
{"formula": "C18H6Cl5F6N4PSeY", "method": "the ωB97M-V functional and the def2-TZVPD basis", "orbital_gap_ev": [7.6, 4.3], "relative_energy_kj_mol": 20.3, "e_homo_ha": [-0.5283, -0.5283], "lumo_energy_ev": [-6.766, -10.065], "multiplicity": 2, "charge": 2, "species": ["Y", "Se", "N", "C", "C", "C", "C", "C", "N", "C", "C", "N", "C", "C", "C", "C", "C", "N", "H", "H", "H", "H", "H", "H", "F", "P", "F", "F", "F", "F", "F", "Cl", "C", "C", "C", "Cl", "C", "Cl", "C", "Cl", "C", "Cl"], "xyz": [[-1.14404, -0.42106, 0.02828], [4.69102, 5.13084, 0.01622], [4.70011, 3.35592, 0.05945], [3.45122, 2.97206, 0.03811], [3.04487, 1.57213, 0.06160], [3.96534, 0.52301, 0.10751], [3.50274, -0.77455, 0.13190], [2.13530, -0.99581, 0.10682], [1.23267, -0.00817, 0.06183], [1.68559, 1.27085, 0.04581], [0.68083, 2.33697, 0.00037], [-0.61457, 1.94905, -0.01785], [-1.56830, 2.88460, -0.05686], [-1.28022, 4.24247, -0.08712], [0.03679, 4.64360, -0.06985], [1.04726, 3.67761, -0.02308], [2.46562, 4.01304, -0.00178], [2.91935, 5.23811, -0.01960], [5.02393, 0.74983, 0.12275], [4.18104, -1.61484, 0.16904], [1.74416, -2.00433, 0.12129], [-2.59290, 2.53570, -0.06819], [-2.08754, 4.95978, -0.12312], [0.30979, 5.69123, -0.09142], [-2.96587, 0.23824, 1.18629], [-4.21260, -0.31318, 0.08737], [-2.98522, 0.13334, -1.11895], [-5.10523, -0.86226, -1.04633], [-4.71738, 1.15515, 0.01338], [-3.31916, -1.71214, 0.14059], [-5.07962, -0.74857, 1.28739], [-1.11849, -2.76255, -2.73823], [-0.89166, -3.61166, -1.29075], [-0.71928, -2.81693, -0.13040], [-0.69567, -3.48905, 1.04632], [-0.60375, -2.56285, 2.51413], [-0.73662, -4.91515, 1.11899], [-0.66243, -5.69337, 2.58488], [-0.84035, -5.68107, -0.09436], [-0.87987, -7.36573, -0.01026], [-0.92162, -5.03055, -1.30554], [-1.07521, -5.88974, -2.75664]], "atomic_forces_ev_per_a": [[-0.276, 0.162, 0.271], [-0.010, -0.010, 0.021], [0.013, 0.112, -0.041], [-0.095, -0.034, 0.041], [0.013, 0.042, 0.040], [0.017, -0.007, -0.007], [0.049, -0.003, 0.003], [-0.045, 0.026, -0.004], [0.087, -0.078, 0.023], [-0.065, 0.009, -0.062], [-0.029, -0.067, -0.004], [-0.127, -0.119, -0.028], [0.066, -0.085, -0.024], [-0.001, 0.055, 0.010], [-0.003, 0.036, 0.004], [0.034, 0.000, 0.000], [-0.040, -0.092, -0.020], [0.101, 0.004, -0.004], [-0.011, 0.006, 0.001], [0.000, 0.011, -0.001], [-0.007, -0.005, 0.002], [-0.009, 0.019, -0.001], [0.006, -0.007, 0.004], [0.003, -0.017, 0.000], [0.153, 0.100, 0.052], [-0.140, -0.076, -0.009], [0.109, 0.033, 0.002], [0.011, -0.023, -0.037], [0.004, 0.039, 0.008], [0.130, 0.077, -0.026], [-0.010, 0.001, 0.014], [0.024, 0.008, -0.053], [0.037, 0.028, -0.064], [-0.055, -0.024, -0.065], [0.152, -0.177, -0.088], [-0.031, 0.160, -0.121], [-0.054, -0.066, 0.005], [-0.003, -0.013, 0.046], [0.018, -0.024, 0.149], [0.003, -0.033, 0.018], [-0.019, -0.002, -0.048], [-0.001, 0.029, -0.007]]}